Entry 1:
The following is a DFT calculation (the ωB97M-V functional and the def2-TZVPD basis) of a structure of composition C11H31B3N5O14P.

E_tot = -2180.51817 Ha
Frontier orbital gap = 8.08 eV
E_LUMO = -0.11 eV

Last column: natural (NBO) charge in e.
Atoms and positions in Å:
C1 5.884 0.326 2.501  -0.624
C2 6.413 1.286 1.414  -0.676
P1 5.298 1.595 -0.023  0.450
C3 4.636 -0.060 -0.530  -0.686
C4 5.615 -0.777 -1.487  -0.611
B1 3.728 2.534 0.588  0.873
O1 3.265 3.707 0.007  -0.876
B2 1.957 3.485 -0.398  0.982
O2 1.061 2.885 0.457  -0.890
B3 1.667 1.761 1.015  1.188
C5 1.055 0.320 0.922  -0.821
C6 -0.087 0.126 1.924  -0.033
O3 -1.258 0.808 1.508  -0.727
O4 2.914 1.993 1.607  -0.904
H1 6.221 0.611 3.492  0.215
H2 6.149 -0.700 2.275  0.205
H3 4.797 0.364 2.528  0.214
H4 7.315 0.856 0.988  0.227
H5 6.676 2.238 1.861  0.235
H6 4.482 -0.679 0.352  0.218
H7 3.664 0.039 -1.004  0.224
H8 5.843 -1.765 -1.098  0.207
H9 6.561 -0.253 -1.573  0.213
H10 5.143 -0.888 -2.455  0.214
H11 1.618 3.730 -1.509  -0.110
H12 0.719 0.130 -0.099  0.238
H13 1.856 -0.383 1.139  0.240
H14 0.205 0.543 2.885  0.173
H15 -0.275 -0.939 2.052  0.173
H16 -1.318 0.728 0.542  0.473
C7 -1.636 3.818 -1.300  -0.493
N1 -2.480 2.865 -2.071  0.536
O5 -3.570 3.241 -2.448  -0.366
O6 -2.019 1.753 -2.266  -0.409
H17 -2.166 4.751 -1.199  0.250
H18 -1.444 3.367 -0.331  0.246
H19 -0.711 3.950 -1.853  0.229
C8 -3.704 -1.726 -0.439  -0.489
N2 -2.501 -2.501 -0.033  0.554
O7 -2.650 -3.672 0.271  -0.411
O8 -1.442 -1.914 -0.028  -0.383
H20 -4.566 -2.380 -0.390  0.225
H21 -3.804 -0.892 0.250  0.238
H22 -3.537 -1.376 -1.451  0.266
C9 -0.707 -4.247 -3.127  -0.488
N3 -1.878 -3.474 -3.625  0.542
O9 -2.325 -2.604 -2.899  -0.407
O10 -2.307 -3.763 -4.719  -0.358
H23 -0.443 -3.875 -2.143  0.236
H24 -1.000 -5.292 -3.088  0.238
H25 0.103 -4.100 -3.835  0.237
C10 -3.744 -6.291 0.681  -0.478
N4 -3.961 -7.744 0.924  0.531
O11 -3.743 -8.511 0.007  -0.379
O12 -4.342 -8.064 2.032  -0.381
H26 -3.408 -6.159 -0.339  0.228
H27 -4.689 -5.786 0.851  0.233
H28 -2.994 -5.948 1.385  0.243
C11 -4.544 6.162 2.225  -0.484
N5 -4.013 6.108 0.835  0.538
O13 -4.713 6.532 -0.058  -0.353
O14 -2.899 5.637 0.692  -0.400
H29 -5.533 6.601 2.196  0.232
H30 -4.574 5.144 2.601  0.238
H31 -3.859 6.769 2.810  0.237

=====

Entry 2:
The following is a DFT calculation (the ωB97M-V functional and the def2-TZVPD basis) of a cluster of 2 separate species, C12H21FN2 in total.

E_tot = -679.04246 Ha
SMILES = C/N=C\C1CCCCC1.CCC(F)=C=N
Energy relative to the best compared isomer or geometry (same formula, charge and spin) = 56.4 kcal/mol
Frontier orbital gap = 9.19 eV
E_LUMO = 0.98 eV

Last column: natural (NBO) charge in e.
Atoms and positions in Å:
C1 -0.467 2.289 -0.890  -0.482
N1 -0.732 1.750 0.431  -0.441
C2 0.163 1.056 0.976  0.197
C3 1.517 0.671 0.471  -0.333
C4 2.734 0.690 1.400  -0.387
C5 3.982 -0.047 0.752  -0.392
C6 3.601 -1.347 0.061  -0.406
C7 2.515 -1.119 -1.051  -0.393
C8 1.245 -0.643 -0.308  -0.391
H1 0.182 3.141 -0.822  0.198
H2 0.118 1.491 -1.555  0.191
H3 -1.458 2.764 -1.323  0.225
H4 -0.142 0.698 1.885  0.166
H5 1.675 1.467 -0.332  0.212
H6 2.483 0.263 2.313  0.198
H7 3.246 1.687 1.757  0.215
H8 4.802 -0.202 1.460  0.215
H9 4.328 0.654 -0.031  0.194
H10 4.502 -1.872 -0.376  0.201
H11 3.176 -2.117 0.591  0.197
H12 2.900 -0.302 -1.704  0.187
H13 2.197 -1.988 -1.543  0.207
H14 0.401 -0.620 -1.067  0.233
H15 0.905 -1.573 0.326  0.208
C9 -4.160 -1.886 -0.793  -0.613
C10 -3.982 -1.240 0.515  -0.459
C11 -2.948 -0.156 0.381  0.177
F1 -1.637 -0.701 0.284  -0.370
C12 -3.113 1.062 -0.106  0.381
N2 -3.453 2.134 -0.529  -0.625
H16 -4.601 -2.874 -0.703  0.211
H17 -3.126 -1.961 -1.415  0.217
H18 -4.783 -1.390 -1.541  0.218
H19 -3.574 -1.909 1.319  0.229
H20 -4.873 -0.804 1.063  0.229
H21 -3.621 2.932 0.100  0.384